No. 1
Computed, not measured: 2 unconnected molecules or ions with the total composition C30H38BNO2S, with ωB97M-V/def2-TZVPD.

Element x y z (Å)
C  3.56012  3.58550  -0.54393
C  2.49331  2.75351  0.07312
C  2.27264  2.57369  1.43313
C  1.04196  1.93717  1.75576
C  0.24514  1.67021  0.62742
B  1.76813  -2.93413  -0.59088
C  -1.10116  2.16367  0.50620
C  -1.89487  2.32622  1.67172
C  -3.22603  2.65367  1.57277
C  -3.84105  2.76214  0.29859
N  -5.19133  2.67670  0.14448
C  -5.78108  2.53940  -1.17162
C  -6.04622  2.32391  1.26031
C  -2.97952  2.90343  -0.82450
C  -1.64268  2.58583  -0.73467
O  2.11127  -2.12164  -1.66909
C  3.51370  -1.86128  -1.47349
C  4.29396  -2.91852  -2.26794
C  3.82615  -0.47873  -1.99404
C  3.64216  -2.07552  0.09906
C  5.02354  -2.45716  0.56120
C  3.14497  -0.87715  0.90450
O  2.75112  -3.19671  0.33876
S  1.27296  1.92633  -0.82797
H  4.08212  4.15833  0.22876
H  4.29949  2.95696  -1.05088
H  3.14438  4.29737  -1.26488
H  2.95767  2.98807  2.18406
H  0.68095  1.84369  2.77958
H  -1.42203  2.15969  2.64878
H  -3.82858  2.75751  2.47574
H  -5.50068  1.58661  -1.64565
H  -6.86372  2.56917  -1.06368
H  -5.47214  3.35876  -1.82900
H  -6.00785  3.07310  2.06412
H  -7.07175  2.26388  0.89277
H  -5.77344  1.34759  1.69542
H  -3.39356  3.20047  -1.78803
H  -1.00605  2.64632  -1.63041
H  5.36289  -2.68441  -2.29291
H  4.17465  -3.92809  -1.85191
H  3.93662  -2.94204  -3.30415
H  4.89618  -0.24610  -1.91356
H  3.54603  -0.41277  -3.04959
H  3.26194  0.28562  -1.44909
H  5.70915  -1.64140  0.31093
H  4.99984  -2.58112  1.64640
H  5.36472  -3.38007  0.08294
H  3.86389  -0.05000  0.87489
H  2.17580  -0.52757  0.52050
H  3.01157  -1.17379  1.95429
C  -0.04568  -2.13212  1.94018
C  -0.05640  -3.72504  1.89721
C  0.17215  -4.05472  0.49502
C  0.23395  -2.88181  -0.36340
C  -0.12462  -1.65237  0.51795
C  -1.18210  -0.90101  0.00629
C  -1.18267  -0.64704  -1.40300
C  -2.38463  -0.44938  -2.05138
C  -3.57512  -0.43145  -1.31348
C  -3.55793  -0.48968  0.08522
C  -2.35624  -0.61558  0.75402
H  -0.84415  -1.79575  2.61397
H  0.92536  -1.80597  2.33027
H  0.68161  -4.16009  2.58370
H  -1.04644  -4.08416  2.23312
H  0.05729  -5.05589  0.08910
H  -0.17178  -3.01709  -1.37071
H  -0.23107  -0.73202  -1.93930
H  -2.39218  -0.33447  -3.13713
H  -4.52502  -0.37222  -1.83795
H  -4.49436  -0.44523  0.64538
H  -2.28525  -0.60322  1.85055

Properties
molar mass: 487.52 g/mol
E_tot: -1794.103176 hartree
maximum force: 4.6 eV/A
E_HOMO: -5.358 eV
ΔE to the lowest compared entry with this formula, charge and spin: 434.7 kJ/mol
Kohn-Sham gap: 4.71 eV
lowest unoccupied orbital energy: -0.64 eV

No. 2
Computed, not measured: 8 unconnected molecules or ions with the total composition C30H38Cl8O14, with ωB97M-V/def2-TZVPD.

Element x y z (Å)
O  4.34228  0.06484  -7.22213
C  3.78422  0.56830  -6.26292
C  4.22848  0.35272  -4.89983
C  3.48380  0.79339  -3.88549
O  3.81768  0.41026  -2.62440
C  2.19011  1.61747  -3.99720
O  1.64301  2.11854  -3.04649
C  1.76143  1.72194  -5.38085
C  2.48661  1.26823  -6.42103
O  2.07436  1.38079  -7.68969
H  5.08338  -0.23107  -4.58787
H  3.08497  0.74947  -2.07111
H  0.83976  2.23587  -5.62505
H  2.73921  0.85399  -8.18576
O  -2.29665  1.75717  -3.77376
C  -1.70427  2.71528  -3.34801
C  -0.99969  3.67305  -4.23389
C  -0.30168  4.74500  -3.80436
O  0.24281  5.62233  -4.64337
C  -0.15151  5.08167  -2.35453
O  0.42002  6.07508  -1.98170
C  -0.81081  4.08875  -1.50392
C  -1.53826  3.05859  -1.89667
O  -2.19600  2.25609  -1.02700
H  -1.05408  3.66740  -5.31766
H  0.60528  6.38071  -4.15650
H  -0.98575  4.41337  -0.47841
H  -2.86389  1.77797  -1.54946
O  2.24018  2.95584  4.95686
C  1.03262  2.93222  5.05821
C  0.31010  3.76182  6.02764
C  -0.99827  3.98913  5.88862
O  -1.58158  4.86463  6.74897
C  -1.90049  3.22142  4.97807
O  -3.10263  3.31677  4.94750
C  -1.16137  2.25477  4.13392
C  0.17104  2.15645  4.12047
O  0.80018  1.38099  3.22557
H  0.87083  4.11986  6.87936
H  -2.53592  4.69387  6.76436
H  -1.70312  1.64174  3.42195
H  1.78393  1.45595  3.22968
C  -3.55450  -6.56598  2.11170
O  -2.25108  -6.55698  2.69682
C  -1.36749  -5.66625  2.03181
C  0.07316  -5.89406  2.40265
O  1.00277  -5.35462  1.49689
C  0.80528  -3.98231  1.28295
H  -3.89615  -7.60102  2.14610
H  -3.59538  -6.20420  1.08539
H  -4.18071  -5.99160  2.79961
H  -1.70730  -4.62794  2.15504
H  -1.51128  -5.82109  0.95270
H  0.24887  -6.96307  2.52195
H  0.28889  -5.45604  3.38843
H  -0.12935  -3.72237  0.77079
H  1.61059  -3.57470  0.68046
H  0.74327  -3.43361  2.23126
Cl  -2.38006  -4.69051  -1.70803
C  -1.36882  -3.62396  -2.69564
C  -2.14213  -2.88862  -3.73735
Cl  -2.52364  -3.84440  -5.21024
H  -0.52092  -4.17018  -3.11914
H  -0.75231  -2.95259  -2.09183
H  -1.65627  -1.99218  -4.11761
H  -3.11684  -2.52952  -3.41241
Cl  2.29550  -0.93070  -0.23363
C  0.84639  -0.07934  0.29767
C  -0.38638  -0.56105  -0.44715
Cl  -0.15458  -0.33823  -2.18207
H  0.95085  0.96734  0.01235
H  0.83780  -0.12726  1.38108
H  -1.21915  0.06017  -0.11043
H  -0.74356  -1.55897  -0.19064
Cl  3.05871  2.74872  -0.01572
C  4.54128  2.97948  0.89992
C  5.04818  1.72850  1.57851
Cl  3.83000  1.03737  2.71792
H  4.41522  3.76844  1.63764
H  5.34710  3.25631  0.21718
H  5.98975  1.96557  2.07299
H  5.28433  0.93574  0.87071
Cl  -5.14302  -2.68563  2.37014
C  -3.95976  -2.48918  3.63580
C  -3.52472  -1.02761  3.76788
Cl  -3.04129  -0.30741  2.18628
H  -3.14274  -3.16229  3.38864
H  -4.42192  -2.80690  4.56921
H  -2.68506  -0.91530  4.45089
H  -4.29188  -0.31265  4.05045

Properties
molar mass: 906.24 g/mol
E_tot: -5900.740717 hartree
maximum force: 2.5 eV/A
E_HOMO: -9.612 eV
structure (SMILES): O=C1C=C(O)C(=O)C=C1O.O=C1C=C(O)C(=O)C=C1O.O=C1C=C(O)C(=O)C=C1O.COCCOC.ClCCCl.ClCCCl.ClCCCl.ClCCCl
ΔE to the lowest compared entry with this formula, charge and spin: 115.0 kJ/mol
Kohn-Sham gap: 7.99 eV
lowest unoccupied orbital energy: -1.62 eV

No. 3
Computed, not measured: a molecular structure, C30H38CrFN7O2S, with ωB97M-V/def2-TZVPD.

Element x y z (Å)
Cr  -0.88403  0.83960  0.41326
N  0.53124  0.92542  1.96915
C  0.19662  1.92174  3.03117
C  -0.83932  2.91235  2.52415
N  -1.84855  2.17462  1.73306
H  0.56035  -0.00175  2.38698
H  1.45295  1.10004  1.57119
H  1.09493  2.44636  3.35395
H  -0.20542  1.37110  3.87631
H  -0.38966  3.65733  1.87425
H  -1.29921  3.43296  3.36510
H  -2.49585  2.81436  1.28340
H  -2.38496  1.57313  2.35821
C  2.38393  3.91841  -2.21510
C  2.59260  3.36654  -0.80065
C  1.55284  3.93720  0.15787
C  2.81267  1.85036  -0.69862
C  4.14561  1.49400  -0.50236
C  4.55839  0.17667  -0.45567
C  3.62389  -0.81769  -0.63979
C  2.26966  -0.53894  -0.83148
C  1.40339  -1.78683  -1.01761
C  0.35824  -1.76003  -2.12872
C  0.82450  -2.26205  0.31271
C  1.85060  0.80929  -0.81962
N  0.44791  1.14101  -0.93022
C  0.02428  1.60844  -2.18616
C  0.64750  1.30463  -3.39953
C  0.18744  1.83697  -4.59216
C  -0.90130  2.69843  -4.61570
C  -1.53216  3.03532  -3.42630
C  -1.05772  2.48352  -2.26003
F  -1.67335  2.82516  -1.08326
H  2.61133  4.98589  -2.20842
H  1.36099  3.80738  -2.56649
H  3.04738  3.43949  -2.93586
H  3.55460  3.77416  -0.48343
H  0.55700  3.58863  -0.11135
H  1.54703  5.02767  0.10638
H  1.76958  3.65549  1.19065
H  4.88087  2.28218  -0.39562
H  5.60080  -0.06770  -0.30086
H  3.94074  -1.85388  -0.64663
H  2.11703  -2.55889  -1.31561
H  -0.46131  -1.07575  -1.92360
H  -0.06276  -2.76036  -2.24606
H  0.80147  -1.47771  -3.08212
H  0.25190  -1.48448  0.81865
H  1.61719  -2.56681  0.99821
H  0.14948  -3.11007  0.17771
H  1.52520  0.67365  -3.39047
H  0.69564  1.58655  -5.51380
H  -1.25285  3.11589  -5.54878
H  -2.37013  3.71894  -3.39106
N  0.34540  -6.43363  2.94973
C  -0.31145  -5.23143  2.94449
C  0.26209  -4.10248  3.54593
C  -0.38281  -2.88423  3.49920
C  -1.60898  -2.77007  2.85536
C  -2.20349  -3.88624  2.27279
C  -1.55735  -5.10255  2.31234
S  -2.40674  -1.22259  2.74494
O  -3.81918  -1.39536  2.86226
O  -1.72043  -0.30273  3.62878
N  -2.05805  -0.61563  1.26585
C  -2.74443  -0.91223  0.13444
N  -3.51684  -1.96817  -0.08188
C  -4.07679  -2.03489  -1.28366
C  -3.86460  -1.09716  -2.29083
C  -2.99733  -0.06586  -2.00214
N  -2.44875  0.03460  -0.79254
H  1.10221  -6.56392  3.59734
H  -0.17543  -7.26369  2.72800
H  1.21015  -4.19459  4.06165
H  0.04608  -2.02449  3.99908
H  -3.16852  -3.78746  1.79401
H  -2.01901  -5.97323  1.86295
H  -4.71729  -2.89209  -1.45959
H  -4.33525  -1.18540  -3.25742
H  -2.72243  0.68754  -2.73031

Properties
molar mass: 631.74 g/mol
E_tot: -3242.178044 hartree
maximum force: 0.4 eV/A
E_HOMO (alpha / beta): -10.526 / -10.555 eV
total charge: +1
multiplicity: 4
ΔE to the lowest compared entry with this formula, charge and spin: 0.0 kJ/mol
<S²>: 3.822
Kohn-Sham gap (alpha / beta): 6.92 / 7.81 eV
lowest unoccupied orbital energy (alpha / beta): -3.61 / -2.74 eV

No. 4
Computed, not measured: a molecular structure, C30H38N7O6PS2Ti, with ωB97M-V/def2-TZVPD.

Element x y z (Å)
Ti  0.30262  -0.33150  0.09234
C  1.02029  -3.61542  -0.07151
C  1.29536  -2.26910  -0.67356
N  1.99751  -1.37399  0.10307
N  3.04702  -0.64410  -0.49057
C  3.12624  0.57393  -0.12890
S  1.94027  1.33454  0.93200
S  4.47911  1.49572  -0.84853
C  3.77969  1.78997  -2.51461
C  4.29000  0.87913  -3.60964
C  4.18152  -0.51151  -3.52791
C  4.64778  -1.31303  -4.56086
C  5.23757  -0.74309  -5.68872
C  5.35800  0.63596  -5.77190
C  4.88414  1.43878  -4.73706
C  1.19674  -2.09465  -2.14336
C  1.33389  -3.12646  -3.06924
C  1.23246  -2.88215  -4.43582
C  0.98277  -1.59077  -4.88157
C  0.81590  -0.55746  -3.97060
C  0.90655  -0.80568  -2.60424
O  0.66151  0.13842  -1.68017
H  1.07155  -3.55865  1.01439
H  0.04490  -4.01523  -0.38334
H  1.78523  -4.33575  -0.38954
H  2.70179  1.69692  -2.37980
H  4.01538  2.82641  -2.75733
H  3.74429  -0.95682  -2.63709
H  4.55948  -2.39140  -4.47930
H  5.60082  -1.37145  -6.49413
H  5.83488  1.09026  -6.63447
H  4.98168  2.51970  -4.80946
H  1.54994  -4.12852  -2.71603
H  1.35134  -3.69166  -5.14570
H  0.91294  -1.38373  -5.94372
H  0.60162  0.44971  -4.31402
N  -1.64581  -3.10961  2.39643
C  -0.67351  -2.92352  3.35115
C  0.13505  -1.94901  2.87508
N  -0.33994  -1.52877  1.65369
C  -1.40059  -2.26124  1.38811
C  -2.02234  -2.08510  0.10315
N  -1.48952  -1.17533  -0.69595
C  -2.20425  -1.22467  -1.87058
C  -3.18240  -2.16189  -1.75588
N  -3.06484  -2.69133  -0.50072
H  -2.38047  -3.79109  2.42961
H  -0.63995  -3.49836  4.26254
H  1.02003  -1.51406  3.31220
H  -1.97618  -0.57213  -2.69754
H  -3.93875  -2.49700  -2.44879
H  -3.62045  -3.44267  -0.13311
C  -3.80482  0.78210  0.52494
O  -2.83212  1.78256  0.83085
P  -1.36435  1.82334  0.12271
O  -1.90160  2.18786  -1.36826
C  -1.01698  2.69785  -2.38749
O  -0.94706  3.31641  0.53966
C  -0.15513  3.77337  1.64505
H  -4.76786  1.16934  0.84749
H  -3.59799  -0.14066  1.06643
H  -3.85094  0.58404  -0.54622
H  -1.63232  2.89145  -3.26261
H  -0.23805  1.98463  -2.62524
H  -0.56137  3.63092  -2.05306
H  -0.76834  4.46878  2.22241
H  0.71448  4.29035  1.25200
H  0.17516  2.96504  2.28302
O  -2.65980  -0.10318  3.66682
C  -1.64685  0.76285  3.75047
O  -0.91690  0.99635  2.82885
C  -1.51883  1.47278  5.09368
N  -2.28911  0.75558  6.13027
C  -3.10466  1.72996  6.88328
C  -3.49030  2.72852  5.80414
C  -2.19394  2.86811  4.99385
H  -0.45796  1.56180  5.31328
H  -1.70682  0.18406  6.72340
H  -2.99574  -0.14345  4.58822
H  -2.52594  2.22817  7.66734
H  -3.95977  1.23923  7.34632
H  -3.82576  3.67398  6.22743
H  -4.28859  2.32263  5.18003
H  -1.55032  3.62503  5.43913
H  -2.36828  3.13865  3.95332

Properties
molar mass: 735.65 g/mol
E_tot: -3988.047401 hartree
maximum force: 1.7 eV/A
E_HOMO (alpha / beta): -5.691 / -5.691 eV
ΔE to the lowest compared entry with this formula, charge and spin: 71.6 kJ/mol
Kohn-Sham gap (alpha / beta): 5.32 / 5.32 eV
lowest unoccupied orbital energy (alpha / beta): -0.37 / -0.37 eV